Record 1
Here is 10 unconnected molecules or ions with the total composition C52H134N10O16 from the Open Molecules 2025 dataset. Energies are from the ωB97M-V functional and the def2-TZVPD basis.

Each line ends with the Mulliken charge.
Cartesian coordinates (Å):
H 4.0054 1.1727 -0.5468  0.23
H -6.2446 -0.1407 1.2519  0.17
H 2.6648 7.7850 7.3985  0.27
H 3.5685 -5.8320 4.9130  0.42
C 6.5859 9.7187 -4.0422  -0.66
H -4.0240 6.3786 1.9541  0.42
H 1.9352 -3.9277 -2.9069  0.29
C 2.8277 9.7401 5.0845  0.38
C -7.5827 1.3185 1.1112  -0.71
C 1.0653 -2.1291 10.7445  -0.79
H -6.1677 -10.3903 -1.5112  0.32
H 2.5373 6.2128 6.7676  0.30
C 4.3767 -5.7738 4.1840  -0.59
C 5.3255 -4.6028 4.5702  -0.55
H 4.3143 9.6008 6.3141  0.31
H -3.6350 5.2507 3.8185  0.27
C 1.8413 1.1038 2.0842  -0.72
H -1.4282 0.2001 2.0907  0.27
C -6.9374 0.1411 3.1712  -0.64
C -0.9595 -1.0211 -0.1041  -0.42
C 2.7958 -6.6285 2.6449  -0.75
H -6.1329 9.3124 1.3793  0.23
H -0.3097 -4.1390 11.5947  0.33
H 0.3482 0.3207 3.4287  0.48
O 8.0125 -3.3924 1.2693  -0.28
H 2.6440 0.9799 2.8111  0.44
H -2.7962 -2.6519 -1.3612  0.32
H -10.5618 -10.2601 -1.2002  0.25
H 8.8142 7.4748 0.6023  0.25
H -10.0448 -9.8915 -2.6090  0.29
H -6.6048 0.9789 -0.7786  0.30
H 8.8862 8.1277 -3.6670  0.34
O -0.3826 1.3909 -8.3567  -0.32
N 0.4928 -1.7006 -10.0081  -0.30
O 0.0904 -3.7546 -13.1711  -0.36
H 9.9875 -2.8783 0.8388  0.29
H -0.3663 -2.0508 -9.6088  0.19
C -4.6589 6.9100 3.9605  0.58
H 8.9916 -4.3721 2.8465  0.34
C 8.6854 8.3471 -0.0386  -0.55
C -6.1954 -9.5233 -2.1712  -0.74
H 7.0802 8.8476 -2.2242  0.17
H -0.6732 -3.7445 -11.1860  0.19
H 1.0960 7.0661 7.5183  0.25
O 2.4516 0.7624 0.8417  -0.27
O -4.8771 -1.1063 3.3423  -0.21
H -3.6705 -3.2616 -7.6362  0.34
H 2.9092 9.5569 7.1266  0.25
C -2.9605 -3.6702 -8.3553  -0.74
H 9.6991 -4.4751 0.5116  0.31
H 4.7676 10.0854 4.0808  0.34
H 3.6220 -4.4721 -3.3900  0.30
C 2.6817 -4.0140 -3.6965  -0.70
H -3.4553 -4.3669 -9.0319  0.35
H -1.3391 -7.5329 -6.6407  0.46
H 0.9661 -4.1544 -11.2775  0.35
H 2.7900 9.3754 -2.7702  0.32
H -0.1318 -1.3932 -11.9876  0.35
H 1.2932 -5.3968 -13.5860  0.31
H -1.4071 1.1425 -0.2727  0.34
C 0.8694 -6.8206 -5.2733  -0.60
C -3.9630 7.2319 2.6295  -0.85
H 1.3036 -6.8717 -6.2718  0.37
N -0.3572 -6.0610 -5.4968  -0.43
C 0.6871 -4.4055 11.2433  -0.61
H -3.8237 8.1665 5.5056  0.28
H 0.7298 -7.6063 12.6277  0.24
O 3.7591 -5.6337 2.9329  -0.26
O 4.8214 8.9999 -2.6397  -0.28
H -2.9449 6.2759 4.6814  0.27
H 2.3391 8.2120 3.7264  0.28
H -2.9745 -5.5645 -6.0997  0.30
H -0.5904 -1.6596 0.6985  0.26
H -10.4223 -8.6934 0.8190  0.32
C -8.2345 -8.9189 -0.9406  -0.66
O -7.8002 2.6481 -0.8575  -0.28
H 7.4520 -3.0362 4.5564  0.45
C -7.5819 1.3082 -0.4251  -0.34
N 0.3956 -6.7894 12.1367  -0.73
H -7.4981 2.1640 -2.9028  0.33
H 2.4994 -6.5007 10.7191  0.36
H -2.9608 -6.1588 -7.7867  0.42
H 2.0421 -6.8286 3.4066  0.29
C -8.0634 2.8296 -2.2505  -0.76
H 0.7195 -4.7247 10.2016  0.29
H 3.8205 11.5426 4.3755  0.37
H 8.9084 -3.2847 -0.5925  0.23
N 3.3945 10.0145 6.3682  -0.69
C -2.3921 -5.6350 -7.0183  -0.63
C 3.5552 9.0854 -2.0501  -0.80
C 8.8166 9.1029 -3.1851  -0.65
H -5.5033 -8.8004 -1.7393  0.29
C -4.7654 8.0821 4.9633  -1.21
H -6.3188 0.9851 3.4763  0.32
H -6.7628 -1.9896 2.9769  0.35
O -2.0229 -4.3130 -7.5167  -0.21
O 2.2105 -4.8779 -4.6934  -0.29
C 1.1979 -5.5611 12.1296  0.48
C -5.6501 8.3394 1.2890  -0.61
H 0.7156 -7.8276 -4.8856  0.32
H 1.2804 0.3360 -10.1031  0.33
H 1.6371 2.1708 1.9943  0.34
H -0.5761 -1.3093 -1.0829  0.43
H 8.8770 9.2664 0.5148  0.29
H -0.3010 -5.8540 -12.9823  0.30
H -2.8861 7.3493 2.7503  0.39
H -1.5056 1.3275 -6.6421  0.28
H -8.5822 1.5779 1.4603  0.29
H 5.8248 -4.7524 5.5275  0.29
H 6.5929 -2.4702 3.2089  0.35
C -6.3195 -1.1881 3.5678  -0.65
C 0.5214 0.2866 2.3531  -0.53
N -0.6936 0.7849 1.7184  -0.34
H 0.2274 1.7898 -6.5005  0.31
H -7.9189 0.3812 3.5801  0.44
H 2.6603 -6.8303 -3.9837  0.47
H 0.7199 -0.1803 -7.6869  0.34
N -3.8740 5.9010 4.5535  -0.78
C 3.5332 1.6089 0.3335  -0.76
O 1.5652 7.6400 5.5847  -0.30
O -7.5728 -9.2008 -2.1624  -0.27
C -10.4076 -7.8945 0.0776  -1.38
C 9.1973 -3.5106 0.4339  -0.73
H 5.1928 11.0679 -3.0065  0.37
O 9.5984 8.1236 -1.1080  -0.36
H -2.5595 -3.0934 0.3711  0.32
H 10.7867 9.2145 -2.3480  0.37
H -4.8420 -3.1675 2.8331  0.34
H 1.3562 -6.0889 -3.2555  0.36
C 8.4356 -3.4529 2.6617  -0.63
H 4.9423 -6.6991 4.0751  0.35
H -0.1072 -5.2467 -14.5977  0.26
H -5.4426 8.1840 0.2303  0.23
C -9.6889 -8.4021 -1.1913  0.40
H 4.2249 1.8364 1.1446  0.29
C -4.4027 -2.3979 3.4678  -0.81
H 3.0400 2.5273 0.0151  0.32
H 7.0288 10.4846 -4.6789  0.43
H 1.5425 -1.7832 -11.7643  0.25
C 7.1580 -3.3373 3.5509  -0.76
H -7.6423 3.8132 -2.4588  0.25
H 9.0955 -2.6042 2.8412  0.44
H -3.3160 -2.3726 3.3863  0.23
H -6.2334 7.5603 1.7797  0.29
H 1.6890 -1.2387 10.8240  0.28
H 3.6058 7.7068 4.8423  0.27
C 0.5410 -2.0272 -11.4100  -0.60
O 1.6198 -3.3337 11.3085  -0.30
H -2.5010 -2.8516 -8.9093  0.13
H 3.0527 -6.7595 12.3970  0.36
H -7.7713 -8.1530 -0.3187  0.33
C 1.9677 7.1367 6.8677  -0.73
H 1.8483 10.1901 5.2471  0.29
H 6.0357 -4.7791 2.6768  0.25
H -0.4605 -6.4138 -7.6344  0.37
H -8.4073 0.6930 -0.7834  0.28
H -9.9716 -7.0264 0.5721  0.38
H 3.4509 10.5140 3.0710  0.36
H 9.6465 10.1236 -1.3643  0.35
H -6.6896 -1.3189 4.5847  0.41
C 3.7544 10.4857 4.1175  -1.38
O -4.4741 8.4922 2.1023  -0.38
H 0.9735 -2.2068 9.6612  0.32
H 7.6604 8.4547 -0.3936  0.18
C 9.7703 9.2153 -1.9542  -0.59
H 0.0677 -1.8358 11.0713  0.31
C 2.6275 -6.0391 11.6982  -1.36
H 9.2062 9.8439 -3.8832  0.43
H -4.0532 -2.3482 -0.2602  0.21
O -2.3957 -1.1049 -0.0657  -0.21
C 0.2293 -3.5032 -11.7476  -0.32
C 0.2403 -5.1150 -13.5730  -0.73
H 2.7817 -3.0283 -4.1509  0.22
H 0.6892 -0.7782 2.1916  0.29
H -9.1332 2.7525 -2.4445  0.27
H -11.4020 -7.5131 -0.1543  0.35
H 3.4578 9.8375 -1.2672  0.32
N 7.4563 9.5263 -2.8708  -0.25
C 2.6506 8.2271 4.7709  -0.59
C 1.8387 -6.1578 -4.2305  -0.67
H 0.1708 0.8021 -0.3132  0.23
H -0.9752 -0.5665 -8.2148  0.22
H -0.4553 -6.5744 12.6366  0.23
H 3.3856 -7.5276 2.4663  0.32
H -4.9499 9.0566 4.5111  0.29
C 0.3849 -0.2448 -9.8824  -0.56
C 5.1741 10.0809 -3.4685  -0.61
C -0.6864 1.8936 -7.0854  -0.73
H -5.6522 6.5291 3.7232  0.27
H -0.0030 -5.1243 -5.6279  0.26
H -4.4477 -2.8231 4.4704  0.36
N -10.4540 -9.4523 -1.7968  -0.72
H -8.3570 -9.8316 -0.3575  0.31
C -0.0758 0.0192 -8.4046  -0.37
H 1.2271 -5.1797 13.1503  0.25
H 2.2028 -6.3549 1.7722  0.22
H -9.5433 -7.5840 -1.8967  0.29
H 4.8828 -3.6097 4.4945  0.36
H -5.4963 8.0533 5.7713  0.31
H 4.5276 10.1538 -4.3430  0.42
H -5.8177 -9.8819 -3.1288  0.26
N 6.4056 -4.5587 3.5904  -0.37
H 6.4617 8.8151 -4.6390  0.30
H 3.2476 8.1578 -1.5674  0.25
N -7.1150 0.0797 1.7143  -0.25
H -6.9201 2.1353 1.3972  0.32
C -2.9652 -2.3593 -0.3249  -0.81
H -0.4478 0.0501 -10.5208  0.34
C -1.0966 -6.4760 -6.7514  -0.68
H -1.1729 2.8636 -7.1881  0.25
C -0.7055 0.5013 0.2610  -0.70
H 3.2853 -5.1837 11.5440  0.33

Computed properties:
Charge: 0
Orbital gap, Ha: 0.326
SMILES: COC[C@H](C)N.COC[C@H](C)N.COC[C@H](C)N.COC[C@H](C)N.COCCNCCOC.COCCNCCOC.COCCNCCOC.COCCNCCOC.COCCNCCOC.COCCNCCOC

---

Record 2
Here is 7 unconnected molecules or ions with the total composition C41H67Cl2N8O from the Open Molecules 2025 dataset. Energies are from the ωB97M-V functional and the def2-TZVPD basis.

Each line ends with the Mulliken charge.
Cartesian coordinates (Å):
H 4.3849 -4.0714 0.2522  0.27
Cl 2.5272 4.3426 -3.4150  -0.18
C 5.7846 2.3322 6.6774  -1.02
C -5.7837 -5.5428 0.0558  -1.00
H 3.2308 0.6958 3.6681  0.39
H 4.1136 -5.7402 -0.1872  0.26
H -0.8409 -0.2002 0.7529  0.51
N 6.1373 1.7920 2.9267  -0.46
C -1.9676 1.6168 -7.1320  -1.07
C -2.0430 -1.8591 0.2008  -1.13
H 2.8285 -3.9977 -3.3790  0.38
H 0.7131 0.6253 3.6743  0.39
H -1.9305 1.5436 -8.2181  0.35
H -5.7167 -0.3160 -2.8108  0.41
H 2.7015 -4.6481 -0.0109  0.34
C -5.2587 -8.5003 0.6603  0.19
H 2.0429 3.2387 2.4377  0.35
H -3.8039 -7.4476 -0.4150  0.24
C -1.0003 -0.9629 0.0049  -1.06
H -2.7545 4.6857 6.2525  0.32
N -4.1522 2.1136 -4.0367  -0.41
C 3.1811 1.8334 -2.7972  -0.71
C -5.7522 -1.3847 -1.0086  0.03
H -0.5763 6.1988 4.7188  0.33
C 6.5946 2.4660 3.7361  0.26
H -3.3978 -7.7807 1.2575  0.32
H -3.8734 -5.4098 1.0272  0.12
H -0.9902 3.4540 7.3785  0.27
C 4.0848 -1.8393 -2.1046  -1.33
C 0.5064 -2.2308 -3.2871  -2.39
H -1.7076 3.9827 5.0349  0.26
Cl 4.8137 2.2906 -3.2032  -0.20
C -1.4333 -2.9626 -1.8667  0.49
C -0.1687 -1.0591 -1.1039  0.58
H -5.4010 -5.4799 -0.9661  0.24
H -3.0775 -3.5491 -0.6209  0.68
H 7.7633 1.7218 6.0884  0.31
O 3.8771 -4.4127 -1.7194  -0.46
H 0.5017 -3.2490 -3.6558  0.56
H -1.6040 6.8995 5.9751  0.31
C -5.2162 -0.3076 -1.8411  0.12
H 0.6915 2.2423 4.3950  0.11
C -0.3601 -2.0694 -2.0483  1.66
H 3.1850 2.2731 4.4314  0.11
C -4.2134 -7.4810 0.5965  -0.39
H 1.8170 -4.3550 -1.9731  0.62
H 0.2488 1.9352 -3.2226  -0.16
C 2.2130 2.7443 -2.8640  0.77
H -0.7834 5.1615 7.7111  0.36
C 2.6386 -2.3206 -2.1036  1.08
C 2.0384 1.4553 1.3389  0.15
H 4.5050 -0.2955 -3.4192  0.52
C -1.7564 -4.0687 -2.8627  -1.90
H 4.4821 -1.9703 -1.1056  0.38
C -2.0959 3.2461 -5.1784  0.20
H -2.3144 6.3276 4.4658  0.33
C -6.8178 1.4872 -1.0022  -1.29
H -1.0545 1.1677 -6.7333  0.21
H -2.8289 -4.2346 -2.8245  0.49
H 0.7423 1.8873 -1.5405  -0.15
H -2.6957 -1.8125 1.0602  0.47
H 7.6932 3.3003 6.8463  0.32
H 5.8481 1.8834 7.6681  0.36
C 3.7378 -4.7309 -0.3283  -0.71
C 2.6119 2.3091 2.3706  -0.65
C 1.9687 -0.2862 -3.3251  -1.26
C 1.2722 1.3243 4.3017  -1.26
C 0.6277 4.3339 6.4061  0.26
H 2.6019 0.4204 -1.3185  -0.38
H 5.2588 1.6287 6.0286  0.22
H 0.6258 -0.3507 -1.2175  0.07
C -3.2525 2.6210 -4.5376  0.24
H 8.1689 3.6070 4.4827  0.32
C 2.9209 0.3928 -2.3592  1.43
H 5.1821 3.2390 6.7569  0.31
H -4.1595 -0.5121 -2.0289  -0.10
H -3.0045 3.5019 -7.1224  0.34
H 2.1976 -2.1274 -1.1174  0.02
H 6.5758 4.2514 4.8260  0.28
C -1.7543 4.7398 5.8205  -0.38
C -2.2621 -2.8506 -0.7478  -0.68
C 2.7285 -3.8534 -2.3023  -1.27
C -4.7248 -6.0950 1.0039  -0.29
N -6.0812 -9.2992 0.7064  -0.42
H 0.9655 0.1107 -3.2563  0.36
N 1.7009 4.2767 6.0024  -0.44
C 7.1795 2.6421 6.1445  -0.45
H -6.8738 2.4869 -0.5719  0.37
H -7.3467 0.8079 -0.3317  0.34
H -2.0942 4.3109 -4.9386  0.37
H 2.3268 -0.0415 -4.3341  0.33
H -7.3439 1.5027 -1.9580  0.32
H -1.1834 2.8252 -4.7530  -0.30
H 1.3587 0.8783 5.2919  0.39
H 4.6813 -2.3742 -2.8330  0.39
H -6.0836 -4.5431 0.3631  0.24
C -5.3637 1.0682 -1.1862  -0.29
C 0.7933 2.4773 -2.4531  -0.52
C 2.6547 1.6202 3.7378  -0.07
N 1.5991 0.7784 0.5192  -0.33
C -0.7383 4.4117 6.9197  -0.44
H -2.8178 1.0249 -6.7893  0.34
H -1.5551 -3.7073 -3.8674  0.49
H -6.6748 -6.1724 0.0488  0.48
H -1.2170 -4.9879 -2.6503  0.29
H -1.2574 3.6415 -7.1091  0.34
H -4.8559 1.0740 -0.2188  0.33
N -6.1417 -2.2415 -0.3509  -0.44
H -4.8572 1.8003 -1.8167  0.18
H 0.2919 3.4291 -2.3168  0.65
C 7.1550 3.3277 4.7740  -0.42
H -5.1277 -6.1325 2.0174  0.36
C -1.5471 6.1222 5.2116  -1.13
H 0.0409 -1.6456 -4.0855  0.61
C -2.0946 3.0734 -6.7004  -0.58
H 4.9370 0.0444 -1.8599  0.47
N 4.2105 -0.3623 -2.4452  0.07
H 3.6278 2.5782 2.0724  0.27
N 1.8914 -1.7534 -3.2113  0.28

Computed properties:
Charge: +1
Orbital gap, Ha: 0.322

---

Record 3
Here is 2 unconnected molecules or ions with the total composition C3H6N2O2 from the Open Molecules 2025 dataset. Energies are from the ωB97M-V functional and the def2-TZVPD basis.

Each line ends with the Mulliken charge.
Cartesian coordinates (Å):
H -1.4530 0.5076 0.9114  0.25
H -0.1934 -0.8090 1.5132  0.28
O 0.1259 1.3089 -2.5013  -0.02
N 1.5197 1.1785 -2.5334  0.05
N -0.2706 -0.9519 -2.3235  -0.26
C 0.4949 1.0425 1.4313  -0.49
H 0.5290 -1.2451 -2.9265  0.24
O 1.9877 2.2205 -2.8514  -0.34
C -0.6860 0.3171 -2.1734  0.10
H 1.4268 0.8316 1.7742  0.29
H -0.8432 -1.7035 -2.0838  0.24
H 0.2559 2.0452 1.0272  0.19
C -0.4898 0.1972 1.3996  -0.52

Computed properties:
⟨S²⟩: 2.0141
Charge: 0
Spin multiplicity: 3
Orbital gap (spin up / spin down), Ha: 0.310 / 0.266

---

Record 4
Here is 5 unconnected molecules or ions with the total composition C2H14O4S from the Open Molecules 2025 dataset. Energies are from the ωB97M-V functional and the def2-TZVPD basis.

Each line ends with the Mulliken charge.
Cartesian coordinates (Å):
H -4.2711 -1.7463 -3.7321  0.32
H -0.4199 3.3531 0.8167  0.32
H 5.8489 -0.7194 2.1232  0.32
O -0.1195 4.1952 1.1467  -0.64
O -3.3015 -1.3596 0.3814  -0.62
H 6.9252 -1.1329 3.1373  0.32
O 5.9908 -1.2304 2.9225  -0.64
H -3.1849 -1.9459 -2.3075  0.11
H -2.9077 -0.8354 1.0733  0.31
H -4.1305 -1.7920 0.5363  0.31
H -0.0939 -3.0634 -3.5147  0.26
H 0.7293 4.4717 0.7991  0.32
C -3.3573 -1.4046 -3.2370  -0.61
H 0.2298 -1.3338 -2.9288  0.24
O 2.8080 3.3467 5.0052  -0.64
H -3.3157 -0.3317 -3.0017  0.24
H 2.2869 4.1515 5.0925  0.32
H -1.0817 -2.3327 -2.1800  0.16
C -0.5053 -2.1557 -3.0745  -0.59
H 3.7373 3.5142 5.1749  0.32
S -1.8671 -1.6483 -4.2329  -0.12

Computed properties:
Charge: 0
Orbital gap, Ha: 0.317
SMILES: CSC.O.O.O.O